Record 1
Here is 8 unconnected molecules or ions with the total composition C32H49NO21 in a non-equilibrium geometry from OMol25. Energies are from ωB97M-V/def2-TZVPD.

Output
SMILES string: C[C@H]1COC(=O)O1.C[C@H]1COC(=O)O1.C[C@H]1COC(=O)O1.C[C@H]1COC(=O)O1.C[C@H]1COC(=O)O1.C[C@H]1COC(=O)O1.C[C@H]1COC(=O)O1.CCCC#N
E_LUMO, Ha: -0.0049
Net charge: 0
HOMO level, eV: -10.192
Total energy, Eh: -2883.54533
Energy relative to the best compared isomer or geometry (same formula, charge and spin), kcal/mol: 0.0

Cartesian coordinates (Å):
O (-2.36, 4.16, -6.24)
O (-3.97, -0.87, -1.59)
O (-3.61, -3.36, 3.78)
O (4.72, 1.58, 3.25)
O (2.77, 1.01, 2.57)
O (-1.21, 3.65, -4.48)
O (2.05, -4.23, 4.53)
O (-3.13, -2.24, -3.02)
O (0.53, -3.42, 5.88)
O (0.75, -5.61, 5.74)
O (0.20, 2.42, 1.51)
O (-0.29, 4.43, 0.58)
O (-0.53, 5.37, -5.90)
O (3.99, 1.62, -1.59)
O (-0.89, 2.52, -0.31)
O (3.03, 2.17, -3.54)
O (-1.54, -3.61, 3.70)
O (-2.49, -3.70, 5.67)
O (2.20, 2.90, -1.73)
O (-2.37, -0.07, -2.91)
O (3.34, 0.44, 4.69)
N (-0.47, -1.91, -0.57)
C (1.80, 2.69, -4.01)
C (1.83, -2.51, 2.92)
C (-2.58, -3.60, 4.44)
C (-3.08, -1.02, -2.54)
C (2.07, -2.42, -0.83)
C (-3.44, -1.46, 2.15)
C (-4.28, -2.89, -2.53)
C (-0.33, 3.19, 0.61)
C (4.72, 2.06, 1.93)
C (4.46, -1.68, -1.02)
C (3.22, 1.92, 1.60)
C (1.05, -2.29, 5.33)
C (0.64, -2.11, -0.68)
C (1.11, -4.53, 5.38)
C (-1.89, -3.56, 2.32)
C (1.22, 4.90, -2.75)
C (-2.26, 2.72, -4.51)
C (2.13, -2.86, 4.37)
C (3.59, 0.96, 3.59)
C (-1.30, 4.50, -5.54)
C (-3.32, -2.98, 2.37)
C (-0.46, 0.29, 2.23)
C (3.00, -1.22, -0.76)
C (-4.59, -2.13, -1.26)
C (5.65, 1.15, 1.07)
C (-6.00, -2.10, -0.89)
C (0.12, 1.12, 1.11)
C (1.26, 3.36, -2.70)
C (-2.96, 3.00, -3.19)
C (-3.10, 3.11, -5.75)
C (-0.79, 1.16, -0.09)
C (3.13, 2.19, -2.27)
H (3.12, -2.60, 4.61)
H (1.34, -1.53, 6.01)
H (-0.32, 0.76, -1.00)
H (2.97, -0.74, 0.25)
H (0.77, -2.63, 2.58)
H (-4.14, 3.50, -5.43)
H (-2.27, 3.25, -2.37)
H (-1.69, 0.60, 0.13)
H (2.13, 5.45, -3.11)
H (-3.94, -3.53, 1.64)
H (0.33, 2.92, -2.33)
H (3.26, 1.54, 0.61)
H (5.17, -0.84, -1.18)
H (2.21, -3.07, -0.01)
H (-3.59, 3.84, -3.21)
H (-3.52, 2.12, -2.85)
H (-1.93, -4.62, 1.93)
H (0.96, 5.35, -1.75)
H (-6.58, -3.02, -0.90)
H (-6.60, -1.31, -1.40)
H (0.09, 0.31, 3.18)
H (-3.93, -2.53, -0.43)
H (2.15, -3.01, -1.74)
H (-1.22, -2.99, 1.65)
H (-3.07, -0.98, 3.06)
H (1.92, 3.45, -4.76)
H (2.72, 2.88, 1.69)
H (0.29, -1.84, 4.70)
H (4.77, -2.12, -0.09)
H (1.12, 0.74, 0.73)
H (-5.07, -2.95, -3.23)
H (1.17, 1.88, -4.30)
H (2.48, -3.10, 2.29)
H (0.44, 5.26, -3.41)
H (2.66, -0.55, -1.58)
H (6.56, 1.07, 1.48)
H (5.00, 3.10, 1.83)
H (-2.80, -1.26, 1.33)
H (-4.44, -1.12, 1.91)
H (-3.12, 2.27, -6.51)
H (5.11, 0.19, 0.94)
H (2.09, -1.48, 2.78)
H (-6.03, -1.86, 0.21)
H (-1.45, 0.72, 2.47)
H (-0.66, -0.70, 1.90)
H (5.79, 1.67, 0.09)
H (-4.08, -3.94, -2.24)
H (-1.94, 1.67, -4.53)
H (4.41, -2.42, -1.75)

Record 2
Here is 11 unconnected molecules or ions with the total composition C32H50Cl16O10 in a non-equilibrium geometry from OMol25. Energies are from ωB97M-V/def2-TZVPD.

Output
E_LUMO (alpha / beta), Ha: -0.2390 / -0.3129
Net charge: +1
Spin multiplicity: 2
HOMO level (alpha / beta), eV: -11.463 / -11.463
Total energy, Eh: -9364.33498
⟨S²⟩: 0.77

Cartesian coordinates (Å):
Cl (10.62, 15.70, 27.88)
Cl (2.63, 25.60, 26.24)
Cl (7.01, 22.41, 25.20)
Cl (3.74, 19.45, 20.54)
Cl (8.37, 19.40, 26.58)
Cl (10.17, 21.04, 24.03)
Cl (5.37, 26.82, 25.00)
Cl (6.78, 24.84, 22.02)
Cl (4.17, 20.61, 28.23)
Cl (0.92, 21.51, 23.06)
Cl (4.21, 20.57, 24.47)
Cl (3.78, 24.09, 21.27)
Cl (6.22, 23.36, 29.40)
Cl (8.73, 21.19, 30.63)
Cl (13.09, 20.47, 22.61)
Cl (4.52, 16.26, 27.87)
O (5.06, 21.63, 18.80)
O (6.52, 16.79, 23.78)
O (7.78, 16.31, 20.84)
O (1.46, 15.30, 22.15)
O (8.56, 24.16, 17.40)
O (6.69, 20.61, 20.99)
O (1.89, 17.26, 24.17)
O (8.72, 14.74, 22.98)
O (10.44, 23.03, 19.22)
O (6.16, 14.35, 22.10)
C (3.93, 17.92, 27.92)
C (8.55, 21.71, 20.04)
C (2.97, 16.58, 23.59)
C (10.23, 17.22, 26.92)
C (5.33, 25.55, 26.22)
C (7.27, 17.50, 20.52)
C (6.63, 21.55, 23.71)
C (6.32, 21.99, 18.95)
C (12.56, 19.77, 24.23)
C (4.25, 16.97, 23.89)
C (11.68, 20.83, 24.96)
C (9.11, 22.67, 19.20)
C (7.92, 23.06, 28.79)
C (6.84, 22.87, 18.10)
C (1.54, 20.12, 22.09)
C (3.82, 14.79, 22.19)
C (9.25, 13.79, 23.85)
C (2.60, 15.50, 22.64)
C (2.78, 20.77, 21.30)
C (9.15, 16.47, 21.26)
C (7.10, 21.32, 20.06)
C (8.78, 17.73, 27.24)
C (4.67, 25.31, 20.33)
C (8.33, 21.60, 28.99)
C (5.12, 15.16, 22.47)
C (5.81, 26.02, 21.16)
C (5.83, 20.26, 23.84)
C (9.58, 15.13, 21.89)
C (4.96, 19.04, 27.74)
C (5.44, 16.35, 23.37)
C (4.11, 24.68, 25.86)
C (8.28, 23.28, 18.16)
H (4.13, 24.42, 24.80)
H (6.17, 22.27, 23.04)
H (8.60, 23.75, 29.29)
H (9.63, 12.95, 23.27)
H (6.24, 17.39, 20.16)
H (9.60, 14.33, 21.14)
H (7.26, 18.21, 21.34)
H (1.04, 16.83, 24.06)
H (3.50, 18.10, 28.90)
H (6.25, 25.00, 26.07)
H (5.01, 24.80, 19.43)
H (10.92, 17.98, 27.30)
H (5.41, 25.90, 27.25)
H (12.05, 18.81, 24.16)
H (5.44, 19.11, 26.76)
H (2.54, 21.51, 20.54)
H (6.19, 23.24, 17.32)
H (5.69, 19.70, 22.92)
H (7.86, 17.92, 19.70)
H (10.39, 17.07, 25.86)
H (4.03, 26.06, 19.87)
H (9.14, 21.25, 28.35)
H (0.68, 19.70, 21.55)
H (8.40, 17.60, 28.25)
H (11.50, 20.36, 25.93)
H (3.45, 21.37, 21.92)
H (5.43, 26.62, 21.99)
H (7.61, 21.38, 23.27)
H (4.25, 17.76, 24.63)
H (6.93, 14.62, 22.61)
H (9.28, 21.41, 20.76)
H (5.85, 19.06, 28.37)
H (1.94, 19.32, 22.72)
H (9.40, 17.24, 21.99)
H (4.85, 20.76, 19.15)
H (3.17, 17.94, 27.14)
H (3.57, 13.97, 21.54)
H (6.37, 26.59, 20.41)
H (6.22, 19.58, 24.61)
H (9.77, 16.65, 20.39)
H (8.14, 17.02, 26.70)
H (13.53, 19.68, 24.71)
H (10.17, 14.06, 24.37)
H (8.50, 13.44, 24.57)
H (10.55, 23.58, 18.44)
H (7.56, 20.91, 28.64)
H (12.16, 21.78, 25.23)
H (4.22, 23.77, 26.44)
H (7.92, 23.17, 27.71)
H (10.58, 15.30, 22.27)

Record 3
Here is 7 unconnected molecules or ions with the total composition C32H50F6O10S in a non-equilibrium geometry from OMol25. Energies are from ωB97M-V/def2-TZVPD.

Output
SMILES string: O=C1C=C(F)C(=O)C(S(=O)(=O)C(F)(F)C(F)(F)F)=C1.C1CCOC1.C1CCOC1.C1CCOC1.C1CCOC1.C1CCOC1.C1CCOC1
E_LUMO, Ha: -0.1011
Net charge: 0
HOMO level, eV: -8.835
Total energy, Eh: -2998.55253

Cartesian coordinates (Å):
S (2.82, -2.66, 1.91)
F (4.59, -3.33, -0.06)
F (0.12, 1.98, 0.98)
F (3.16, 0.26, -0.17)
F (4.90, -0.89, -1.34)
F (2.50, -2.52, -0.89)
F (5.24, -0.51, 0.99)
O (2.12, 5.44, 1.25)
O (3.88, -3.41, 2.77)
O (3.05, 1.74, 5.29)
O (-1.41, -0.68, -5.97)
O (-3.95, -0.09, 0.52)
O (1.53, -3.54, 1.73)
O (-0.27, -0.96, 2.44)
O (-0.88, 2.06, 4.85)
O (-3.74, 1.71, -3.32)
O (4.21, -6.56, 0.29)
C (-2.28, 1.52, 6.67)
C (0.88, -0.29, 2.38)
C (-4.85, 2.45, -5.27)
C (2.81, 1.29, 4.05)
C (2.38, -0.98, 2.65)
C (-2.65, -1.88, -0.35)
C (4.17, -0.85, -0.01)
C (0.05, -1.57, -4.34)
C (-4.06, -0.08, -0.91)
C (4.24, -6.90, 1.69)
C (-2.93, 1.02, 5.41)
C (2.16, -7.60, 0.85)
C (1.92, 2.14, 2.92)
C (-2.88, -0.87, -1.45)
C (-0.85, 1.72, 6.24)
C (1.79, 6.75, 1.72)
C (3.50, -2.33, 0.19)
C (-0.80, -2.69, -4.89)
C (2.49, 7.74, 0.81)
C (2.89, -6.81, -0.21)
C (-2.87, 2.61, -4.02)
C (-4.89, 1.45, -4.14)
C (-3.37, 2.68, -5.44)
C (-0.11, -0.51, -5.40)
C (0.94, 1.36, 2.06)
C (2.74, 5.56, -0.04)
C (-1.94, -1.93, -5.53)
C (3.35, -0.20, 3.52)
C (2.52, 6.98, -0.50)
C (-2.20, 1.81, 4.35)
C (2.81, -7.10, 2.12)
C (-2.96, -1.07, 0.89)
H (1.10, -1.86, -4.17)
H (-4.80, 0.42, -4.52)
H (3.81, 5.34, 0.08)
H (-0.24, -3.24, -5.65)
H (-5.01, -0.55, -1.18)
H (-4.06, 0.95, -1.27)
H (1.55, 7.07, -1.00)
H (-2.68, 2.78, 4.17)
H (-2.01, -0.22, -1.54)
H (2.10, 6.86, 2.77)
H (2.36, -8.67, 0.73)
H (3.29, 7.33, -1.19)
H (1.08, -7.45, 0.83)
H (0.63, -0.63, -6.20)
H (-0.01, 0.51, -4.99)
H (-3.12, 3.62, -5.93)
H (-5.35, 2.09, -6.18)
H (-2.08, -0.53, 1.25)
H (-0.34, 2.51, 6.80)
H (-2.72, -0.05, 5.28)
H (2.09, 3.30, 2.77)
H (-2.94, 1.86, -6.03)
H (-3.34, -1.68, 1.71)
H (-1.65, -2.30, -0.34)
H (2.95, -7.34, -1.16)
H (-2.72, 2.48, 6.96)
H (-3.37, -2.70, -0.44)
H (-5.80, 1.52, -3.54)
H (-0.36, -1.22, -3.39)
H (-4.01, 1.17, 5.38)
H (4.82, -7.83, 1.79)
H (-2.38, -2.47, -6.38)
H (-1.13, -3.40, -4.13)
H (4.42, -0.62, 3.74)
H (2.71, -7.79, 2.96)
H (2.37, -6.14, 2.41)
H (-0.27, 0.79, 6.34)
H (-2.14, 1.27, 3.39)
H (2.41, -5.84, -0.38)
H (-2.93, 3.58, -3.52)
H (-3.09, -1.32, -2.42)
H (-5.33, 3.38, -4.96)
H (0.70, 6.86, 1.67)
H (-1.84, 2.25, -3.95)
H (-2.73, -1.72, -4.80)
H (4.75, -6.11, 2.25)
H (3.51, 7.91, 1.16)
H (1.97, 8.70, 0.75)
H (-2.38, 0.83, 7.52)
H (2.31, 4.83, -0.72)